{"formula": "C4H10N3", "method": "wB97M-V/def2-TZVPD", "smiles": "CC(=[NH2+])/N=C\\CN", "total_charge": 1, "homo_lumo_gap_ev": 10.89, "e_above_lowest_ev": 1.933, "largest_force_ha_per_bohr": 0.10301, "homo_energy_ha": -0.530, "elements": ["C", "H", "H", "N", "H", "H", "C", "C", "H", "H", "H", "H", "N", "C", "H", "N", "H"], "coordinates": [[-1.639723, -0.154334, 1.114129], [-2.566044, -0.793467, -1.387385], [-0.937195, -0.235486, 1.866421], [0.601972, 1.323966, -0.247315], [0.612156, 2.067766, 0.504587], [0.461332, 1.832687, -1.131342], [1.575560, -0.804295, 0.081719], [-0.964361, -0.602932, -0.090778], [2.605145, 0.978495, 0.751428], [2.415636, -1.588977, 0.122303], [-2.161058, 0.849982, 0.894761], [-2.343521, -0.957671, 1.441813], [0.341149, -1.230144, 0.124972], [1.897823, 0.636107, -0.017924], [2.624159, 0.637129, -0.924741], [-1.564335, -0.827233, -1.184399], [-0.958700, -1.131591, -1.918249]], "atomic_forces_ev_per_a": [[-2.73, 0.31, -0.84], [0.56, 0.34, 0.52], [1.39, 1.01, 1.78], [1.09, 2.33, 1.96], [-0.63, -0.90, -1.28], [0.75, -0.45, 0.43], [-2.17, -1.91, 0.80], [4.38, -1.20, 2.74], [-0.86, 0.08, 0.28], [-1.45, 1.20, 0.29], [0.86, -1.63, 0.88], [-0.14, 0.75, -0.59], [-0.05, 0.61, -1.44], [0.88, -0.25, -3.43], [-1.23, 0.40, 0.97], [-0.58, -0.25, -2.33], [-0.06, -0.44, -0.75]], "mulliken_charge": [-1.1933, 0.2764, 0.3422, -0.5495, 0.2700, 0.2547, -0.0120, 0.6902, 0.3449, 0.3840, 0.3233, 0.4018, -0.4626, -0.3805, 0.2642, -0.2155, 0.2617]}

{"formula": "CH3ClN2O2", "method": "wB97M-V/def2-TZVPD", "total_charge": 0, "homo_lumo_gap_ev": [8.86, 9.06], "e_above_lowest_ev": 3.113, "largest_force_ha_per_bohr": 0.07291, "homo_energy_ha": [-0.326, -0.336], "elements": ["C", "N", "O", "H", "Cl", "H", "H", "N", "O"], "coordinates": [[-0.139510, 1.020176, 0.062100], [0.387947, -1.234380, 0.065192], [0.304701, -2.478035, -0.111769], [0.060353, 1.221854, 1.042310], [1.343095, 1.492342, -0.826416], [-0.877398, 1.760166, -0.141844], [1.270158, -0.874754, 0.160627], [-0.593055, -0.298780, -0.078574], [-1.756292, -0.608590, -0.171626]], "atomic_forces_ev_per_a": [[0.59, 2.00, -1.04], [-2.56, -1.27, -0.65], [-0.89, 0.94, 0.22], [0.95, 0.22, 2.82], [-0.23, -0.32, -0.12], [-0.96, -0.13, -0.90], [2.77, 1.52, 0.27], [2.70, -2.60, -0.20], [-2.39, -0.37, -0.41]], "mulliken_charge": [-0.4517, 0.1620, -0.5373, 0.3529, -0.1693, 0.4040, 0.1919, 0.6749, -0.6274]}

{"formula": "C12H28BrOPSr", "method": "wB97M-V/def2-TZVPD", "total_charge": 2, "homo_lumo_gap_ev": 2.83, "e_above_lowest_ev": 0.391, "largest_force_ha_per_bohr": 0.16108, "homo_energy_ha": -0.458, "elements": ["C", "H", "H", "H", "C", "H", "H", "P", "H", "H", "C", "O", "H", "H", "Sr", "H", "C", "Br", "C", "H", "H", "C", "C", "H", "C", "H", "C", "H", "H", "H", "H", "H", "H", "H", "H", "H", "H", "C", "C", "H", "H", "H", "C", "H"], "coordinates": [[1.458113, -1.985149, -2.656647], [2.503973, -1.078328, -4.235809], [-3.656750, -1.240260, 0.794634], [2.323962, -1.282898, 2.095147], [2.171982, -0.781957, -3.250049], [2.631796, 0.999205, 1.915398], [-1.791663, -1.678595, 2.156992], [-0.091524, 0.724461, -2.145514], [-1.442372, -0.521193, 3.462760], [-2.183534, -1.207972, -0.950132], [-2.229409, -0.882737, 2.751804], [-2.669167, 0.178492, 2.019765], [0.205159, 2.687009, -0.072711], [-1.064491, -0.723333, 0.313382], [-3.191463, -0.478912, 4.773890], [0.818603, -2.485366, -3.365914], [-1.695260, 0.849484, -1.053982], [2.790913, -3.340361, -2.158016], [-3.132561, -0.292563, 0.694818], [-1.741639, 1.751024, -0.446179], [-3.833424, 0.449983, 0.345601], [1.706067, 0.794366, 2.435640], [0.890653, 1.935231, 0.298302], [3.050851, -0.591899, -2.650891], [1.507499, -0.729175, 2.540088], [0.924583, -1.788520, -1.741276], [1.039047, 0.735360, -0.663169], [2.051968, 0.742760, -1.037273], [0.867118, 0.525640, -4.370031], [0.341987, 2.435561, 2.297794], [0.936471, -0.217143, -0.159921], [-2.520832, 0.917295, -1.758111], [1.447730, -1.067408, 3.569902], [1.858989, 2.414186, 0.351548], [1.790496, 1.176392, 3.443741], [0.613678, -1.068814, 2.021579], [1.969869, 1.363655, -3.317146], [0.553628, 1.529608, 1.732291], [-1.947979, -0.418822, -0.243846], [-0.344061, 0.918903, 1.761228], [-0.737196, -0.418879, -2.724156], [-3.089175, -1.324097, 3.333996], [1.316664, 0.495202, -3.381895], [-0.409300, 1.980563, -2.727630]], "atomic_forces_ev_per_a": [[0.67, -0.32, -0.09], [0.36, -0.03, -0.20], [-0.16, -0.16, 0.44], [0.21, -0.14, -0.08], [-0.50, 0.07, 0.05], [0.27, 0.14, 0.01], [0.15, -0.23, -0.01], [0.20, 0.11, -0.41], [0.17, -0.33, -0.36], [0.07, -0.38, -0.08], [1.35, -0.67, -2.61], [-0.65, -0.22, 0.81], [-0.24, 0.06, -0.09], [0.15, -0.19, 0.15], [-2.20, 3.73, 7.06], [-0.33, -0.05, -0.11], [0.08, -0.12, 0.22], [-0.19, 0.08, 0.01], [0.16, 0.03, -0.63], [0.12, 0.10, 0.26], [-0.15, 0.25, 0.05], [-0.62, -0.56, -0.03], [-0.03, -0.59, 0.21], [0.27, 0.13, 0.14], [0.19, 0.05, -0.10], [-0.17, 0.05, 0.21], [-0.03, 0.53, -0.23], [0.21, -0.15, -0.27], [-0.28, 0.04, -0.20], [-0.14, 0.18, 0.01], [-0.12, -0.24, 0.26], [-0.10, 0.18, -0.32], [-0.04, -0.07, 0.27], [0.23, 0.31, -0.07], [0.27, 0.24, 0.20], [-0.25, -0.03, -0.16], [0.11, 0.19, -0.02], [0.36, 0.46, 0.09], [-0.30, 0.59, -0.24], [-0.29, -0.09, -0.06], [-0.02, -0.08, 0.12], [1.17, -2.60, -4.60], [0.05, -0.25, 0.23], [-0.01, -0.03, 0.16]], "mulliken_charge": [-0.3097, 0.4257, 0.3656, 0.3444, -0.6107, 0.3622, 0.5241, 0.3318, 0.2962, 0.4933, -1.0767, -0.3419, 0.5267, -0.2487, 1.9697, 0.4323, -1.4569, -0.1713, -0.9293, 0.4010, 0.4023, -0.7000, -1.5081, 0.4169, -0.9300, -0.0332, -0.6590, 0.7079, 0.5468, 0.4719, 0.2449, 0.6389, 0.2386, 0.4892, 0.4495, 0.1492, 0.4657, 0.3342, 0.3744, -0.4376, 0.0314, 0.2604, -1.3075, 0.0252]}

{"formula": "C7H17N", "method": "wB97M-V/def2-TZVPD", "total_charge": 0, "homo_lumo_gap_ev": 6.61, "e_above_lowest_ev": 4.604, "largest_force_ha_per_bohr": 0.05635, "homo_energy_ha": -0.233, "elements": ["H", "C", "C", "C", "H", "H", "C", "H", "H", "H", "H", "H", "H", "H", "H", "C", "H", "C", "N", "H", "H", "H", "H", "H", "C"], "coordinates": [[-0.311091, -0.852310, -0.306350], [2.882704, 0.137858, 0.869847], [-2.431980, 0.820225, -1.409992], [1.547314, -2.152814, -0.318930], [-2.281485, 1.857920, -1.097253], [3.155864, 1.070489, 1.361559], [1.376930, 0.130651, 0.642804], [-1.812198, -0.742713, 1.622638], [3.414519, 0.086192, -0.080541], [1.095562, -2.922901, -0.930157], [-2.068192, 0.726096, -2.434940], [-3.335385, -0.090124, 1.029273], [-1.976784, -1.157996, -0.810777], [2.584290, -2.294169, -0.035455], [0.762672, 2.178939, 0.243072], [0.848759, 1.218341, -0.257653], [0.866131, 0.184665, 1.611079], [-1.715684, -0.146630, -0.462415], [0.864731, -1.120170, 0.007575], [-3.514821, 0.651546, -1.423491], [3.206420, -0.683943, 1.511952], [-1.979125, 0.990662, 1.361282], [1.417952, 1.288680, -1.183558], [-0.350902, 0.813253, -0.468468], [-2.246200, 0.008253, 0.958900]], "atomic_forces_ev_per_a": [[-1.25, 1.20, -0.41], [-0.25, -0.18, 0.09], [0.45, -0.08, 0.09], [-0.79, 1.39, 0.44], [0.06, 0.08, -0.04], [-0.01, 0.02, -0.03], [0.33, -0.50, 0.14], [0.00, -0.05, 0.14], [0.05, -0.01, -0.04], [-0.28, -0.09, 0.07], [0.00, 0.05, -0.06], [-0.06, 0.07, 0.05], [-0.47, -0.13, 0.02], [0.13, 0.18, 0.05], [0.35, 0.09, 0.05], [-2.34, -0.19, -0.25], [-0.05, -0.03, -0.10], [-0.18, -1.77, 0.15], [1.31, -0.90, -0.38], [0.00, -0.01, 0.02], [0.07, 0.00, 0.01], [-0.02, 0.07, 0.07], [0.04, 0.07, -0.03], [2.78, 0.81, 0.11], [0.13, -0.09, -0.16]], "mulliken_charge": [-0.0014, -1.7477, -1.4744, -0.3233, 0.3321, 0.4145, 0.7115, 0.3036, 0.4082, 0.2757, 0.2909, 0.4351, 0.3745, 0.2564, 0.3197, -1.1339, 0.1655, -0.1794, 0.0456, 0.4091, 0.4203, 0.2405, 0.3446, 0.3355, -1.2233]}

{"formula": "C8H43B4N9NiO5", "method": "wB97M-V/def2-TZVPD", "spin_multiplicity": 3, "s2": 2.004, "total_charge": -2, "homo_lumo_gap_ev": [4.45, 4.44], "largest_force_ha_per_bohr": 0.06005, "homo_energy_ha": [-0.011, -0.011], "elements": ["O", "H", "N", "H", "H", "H", "H", "H", "H", "H", "H", "H", "H", "H", "H", "H", "C", "H", "H", "H", "Ni", "H", "H", "H", "O", "H", "N", "H", "N", "H", "H", "H", "H", "C", "N", "C", "H", "B", "H", "H", "H", "O", "H", "H", "H", "B", "C", "H", "H", "H", "H", "N", "C", "C", "B", "N", "H", "H", "O", "O", "H", "B", "H", "H", "H", "C", "N", "C", "N", "N"], "coordinates": [[5.685120, 0.491014, 1.215742], [3.693030, -0.481301, 2.291318], [-2.178369, 4.259253, -0.167448], [1.668854, -1.684396, -2.622481], [-4.187527, -0.355832, 1.682943], [2.460849, 0.249771, 1.235030], [-2.207174, -0.173298, -1.440114], [-2.467455, -0.871289, -4.298936], [-2.664897, 0.704072, -4.911364], [-1.402435, -1.517355, -0.379498], [0.126749, -3.649530, 1.049441], [-0.137845, 1.845962, -1.645725], [1.541217, 0.329074, 0.218473], [-0.293425, -4.885422, 4.196260], [-0.951658, 3.353393, 1.636981], [-1.771232, 4.967292, 0.415235], [-0.356182, 1.657997, -3.622119], [-1.055262, -2.458231, 1.004806], [2.309457, 3.187270, -1.954255], [1.940917, 0.711607, -1.292499], [-0.175309, -0.752091, -1.769842], [2.176461, 0.752956, -2.915579], [0.542049, -1.204738, -0.110920], [-3.222141, -1.582535, -0.876673], [-2.731273, 2.045969, -0.496368], [-1.952815, -1.817923, -2.167939], [4.124465, 1.562030, -0.042715], [-1.244332, 1.596059, 1.334188], [-0.075399, -4.539301, 3.280702], [-2.851664, 4.540783, -0.859571], [2.249857, -0.261325, 4.162946], [-2.540949, 0.136294, 2.619880], [0.833136, 4.058013, -2.365792], [1.405820, 3.149772, -2.562438], [-1.456698, 2.583636, 1.233789], [-2.203935, 2.929416, 0.149379], [-1.245925, -0.302861, -5.430480], [-2.171707, -1.282523, -1.176247], [1.426531, -3.139018, -3.646196], [1.757226, 3.270205, -3.593109], [-1.105027, 2.455556, -3.623519], [-1.553522, -2.734104, 3.457736], [3.178362, 1.809983, -0.258170], [0.339461, -5.112486, 2.568228], [-0.675179, -1.811981, 5.703887], [0.947881, -2.551735, -2.794466], [0.609216, 1.857317, -2.446260], [0.101987, 1.698325, -4.619604], [4.910783, 1.926771, -0.555600], [0.856202, -3.204245, -1.865813], [-0.216887, 0.476223, -0.115231], [-0.682830, -3.256301, 1.507527], [4.505477, 0.730591, 0.935625], [-1.888671, 0.000608, -4.601196], [-3.041283, -0.414102, 1.756906], [1.473957, 0.699266, -2.184143], [0.347484, -0.272646, 1.492837], [-2.970697, -1.546517, 1.877754], [-1.052535, 0.414122, -3.531102], [-0.885577, 0.216349, 4.521120], [-0.015137, -2.105547, -3.153030], [0.552019, -0.201394, 0.384406], [1.074837, -1.834838, 5.783412], [1.098944, 0.544339, 3.185691], [-2.618105, -0.004163, 0.788397], [-0.816984, -3.471271, 2.803931], [1.286501, -0.094323, 3.942390], [0.187205, -0.355223, 4.671336], [0.220029, -1.457977, 5.411992], [3.435961, 0.176534, 1.576157]], "atomic_forces_ev_per_a": [[-0.44, 0.33, -0.28], [-0.24, -0.10, -0.11], [-0.47, 1.12, -0.94], [1.58, 1.27, 0.55], [-2.39, 0.89, 0.04], [0.72, -0.34, 0.20], [0.10, 2.06, -0.14], [0.42, -0.11, 0.52], [0.39, 0.62, 0.10], [1.01, -0.63, 1.25], [-0.16, 0.00, -0.15], [0.46, 0.57, 0.56], [1.74, 0.97, -0.48], [-0.01, -0.13, -0.17], [0.39, -0.66, 0.52], [-0.15, -0.13, 0.14], [-0.45, -0.52, -1.38], [-0.60, 0.19, 0.74], [-0.19, -0.24, 0.29], [-0.25, 0.09, 0.28], [0.07, -0.59, 0.02], [0.13, -0.90, -0.03], [0.62, -2.66, -1.14], [-1.52, -0.69, 0.63], [-0.65, 1.52, -1.12], [0.52, -1.23, -1.92], [1.12, 1.16, -1.32], [-0.27, -0.10, 0.47], [0.31, 0.16, 0.15], [0.05, 0.07, 0.13], [-0.20, -0.29, 0.26], [0.53, 0.99, 1.88], [-0.18, -0.13, 0.20], [-0.22, 0.60, -0.70], [-0.04, 1.40, -0.28], [0.96, -2.77, 0.79], [-0.12, 0.16, -0.31], [-0.85, -0.22, -0.78], [0.54, -1.04, -1.71], [0.09, -0.12, -0.11], [0.08, 0.24, 0.28], [0.90, -1.82, 1.11], [-0.01, -0.04, 0.15], [-0.06, -0.43, 0.39], [0.11, 0.01, -0.02], [1.25, -0.28, 0.43], [-0.91, -0.15, 0.96], [0.51, 0.02, 0.00], [-0.43, 0.23, -0.22], [-0.32, -1.11, 1.61], [-1.45, 1.29, -0.72], [1.45, -0.68, -2.52], [-0.78, -1.41, 1.41], [0.29, -0.32, 0.08], [-0.13, 0.00, 0.05], [-0.84, 0.60, -1.95], [-0.61, -0.39, 1.76], [0.76, -2.02, 0.00], [0.32, 0.29, 0.61], [1.10, 0.60, 0.10], [-2.61, 0.85, -0.94], [-0.10, 1.26, 0.42], [-0.17, -0.22, -0.23], [0.19, 0.06, 0.10], [0.81, 0.51, -1.59], [-1.83, 2.25, 1.06], [1.18, 1.40, -1.11], [-2.66, 0.27, -0.77], [0.73, -1.62, 2.14], [0.85, 0.03, 0.77]], "mulliken_charge": [-0.7492, 0.1360, -0.5056, -0.4301, -0.3762, -0.0803, -0.4654, 0.2068, 0.3035, -0.7113, 0.2929, -0.1929, -0.4664, 0.2538, 0.1730, 0.1304, -0.8503, 0.2133, 0.3560, -0.7173, 0.4346, 0.3141, -0.5846, -0.2635, -0.5777, -0.4636, -0.2613, -0.4387, -0.4706, 0.2379, 0.1542, -0.4485, 0.3406, -1.6531, -0.1387, 0.7135, 0.3386, 1.3584, -0.2570, 0.3944, 0.4035, -0.5786, 0.2479, 0.1492, 0.2200, 0.5209, 1.0289, 0.4147, 0.2050, -0.4710, -0.7774, -0.1680, 0.3991, -0.9224, 1.0638, -0.3315, -1.1314, -0.3452, -0.0459, -0.6076, -0.2578, 4.2285, 0.1609, 0.0147, -0.6956, 0.3162, -0.3082, 0.6300, -0.4065, -0.2059]}